The following is a DFT calculation (ωB97M-V/def2-TZVPD) of a 2-piece molecular cluster, C5H11NO overall at a distorted geometry.

Summary:
LUMO level (eV): -0.35
ΔE to the lowest compared entry with this formula, charge and spin (kcal per mole): 122.5
Structure (SMILES): C=N/C=C\CC.O
E_HOMO (eV): -7.483
Calculated total energy (Ha): -326.9361
Charge: 0

Positions of all 18 atoms, in Å:
C1 2.22 -2.28 0.37
N1 1.09 -1.71 0.21
C2 1.06 -0.29 0.30
C3 -0.08 0.40 -0.08
C4 -1.29 -0.14 0.68
C5 -2.57 -0.18 -0.16
H1 2.33 -3.20 -0.20
H2 2.97 -1.88 1.06
H3 1.96 0.15 0.75
H4 -0.29 0.70 -1.10
H5 -1.05 -1.16 0.96
H6 -1.36 0.52 1.55
H7 -3.04 0.81 -0.13
H8 -3.32 -0.89 0.18
H9 -2.36 -0.34 -1.22
O1 0.93 3.39 -1.00
H10 0.97 2.58 -1.52
H11 1.82 3.54 -0.66

The following is a DFT calculation (ωB97M-V/def2-TZVPD) of C26H43Cl3FeN3O3Si as an isolated structure at a distorted geometry.

Summary:
LUMO level (spin up / spin down) (eV): 2.57 / 2.57
E_HOMO (spin up / spin down) (eV): -4.306 / -3.639
Spin multiplicity: 5
Calculated total energy (Ha): -4340.5365
Charge: -1

Positions of all 80 atoms, in Å:
C1 2.77 -0.25 -2.89
C2 2.15 -1.53 -2.44
H1 3.84 -0.36 -3.11
H2 2.63 0.53 -2.12
H3 2.28 0.10 -3.81
C3 2.79 -2.71 -2.33
C4 4.22 -2.96 -2.70
H4 2.25 -3.60 -2.01
H5 4.80 -2.04 -2.87
H6 4.28 -3.56 -3.61
H7 4.72 -3.54 -1.92
Fe1 -0.32 0.90 -0.35
Cl1 -1.53 1.10 -2.19
Cl2 1.31 2.27 0.16
C5 -2.85 -2.04 0.11
O1 -2.29 -1.33 0.97
N1 -3.45 -3.23 0.35
C6 -3.55 -3.75 1.70
C7 -4.15 -3.96 -0.69
H8 -2.90 -1.74 -0.96
H9 -3.03 -3.07 2.38
H10 -3.11 -4.75 1.76
H11 -4.61 -3.83 1.99
H12 -3.97 -3.48 -1.66
H13 -5.24 -3.97 -0.48
H14 -3.80 -5.00 -0.73
H15 3.29 -0.58 0.18
H16 2.51 -3.15 0.59
C8 3.08 -0.42 1.25
C9 2.52 -2.78 1.63
N2 2.11 -1.39 1.72
H17 2.70 0.59 1.41
C10 0.87 -1.07 2.15
O2 0.41 0.07 2.24
H18 1.84 -3.40 2.24
H19 0.27 -1.97 2.43
H20 4.01 -0.58 1.80
H21 3.55 -2.88 2.01
O3 0.66 -0.70 -0.81
C11 0.69 -1.39 -2.02
C12 0.04 -3.49 -0.74
C13 -0.08 -2.71 -1.89
H22 0.57 -3.08 0.12
C14 -0.49 -4.78 -0.70
H23 0.20 -0.77 -2.79
C15 -0.86 -3.17 -2.95
H24 -0.36 -5.40 0.19
C16 -1.18 -5.28 -1.80
C17 -1.38 -4.47 -2.92
H25 -1.01 -2.53 -3.82
H26 -1.59 -6.30 -1.79
H27 -1.96 -4.84 -3.77
Si1 2.38 5.49 -0.15
Cl3 3.51 4.06 -1.21
C18 2.79 5.35 1.68
C19 0.63 5.53 -0.76
C20 3.18 7.15 -0.60
H28 2.79 4.31 2.03
H29 2.11 5.95 2.31
H30 3.80 5.78 1.81
H31 4.20 7.16 -0.20
H32 2.65 8.02 -0.21
H33 3.25 7.25 -1.69
H34 0.12 4.56 -0.71
H35 0.64 5.86 -1.82
H36 0.04 6.27 -0.19
C21 -4.64 3.74 3.50
C22 -3.60 3.03 2.69
C23 -3.99 2.17 1.66
C24 -3.02 1.63 0.83
N3 -1.70 1.84 1.03
C25 -1.33 2.60 2.07
C26 -2.24 3.19 2.93
H37 -5.32 4.30 2.84
H38 -5.25 3.04 4.09
H39 -4.17 4.46 4.18
H40 -5.04 1.94 1.47
H41 -3.29 1.05 -0.05
H42 -0.26 2.77 2.20
H43 -1.88 3.78 3.77

The following is a DFT calculation (ωB97M-V/def2-TZVPD) of a 2-piece molecular cluster, C4H12S overall at a distorted geometry.

Summary:
LUMO level (eV): 0.88
ΔE to the lowest compared entry with this formula, charge and spin (kcal per mole): 19.1
Structure (SMILES): CCS.CC
E_HOMO (eV): -9.021
Calculated total energy (Ha): -557.7400
Charge: 0

Positions of all 17 atoms, in Å:
C1 1.02 -1.69 0.23
C2 1.51 -1.89 -1.24
S1 0.70 -0.76 -2.52
H1 1.32 -0.71 0.69
H2 1.51 -2.49 0.78
H3 -0.04 -1.81 0.48
H4 2.57 -1.71 -1.37
H5 1.34 -2.92 -1.60
H6 0.14 -1.61 -3.44
C3 -1.56 1.31 1.21
C4 -0.90 2.66 0.81
H7 -2.60 1.22 0.77
H8 -1.07 0.41 0.98
H9 -1.76 1.09 2.21
H10 -1.45 3.22 0.03
H11 0.08 2.37 0.32
H12 -0.79 3.31 1.65